1.
DFT (the ωB97M-V functional and the def2-TZVPD basis) results for a molecular structure, C22H32BBeN7 at a distorted geometry.

Geometry as XYZ:
```
63
Properties=species:S:1:pos:R:3:lowdin_charge:R:1
H -0.478 -2.633 -1.481 0.102
N -1.334 -0.693 -1.294 0.073
B -2.604 1.429 -1.657 -0.466
N -2.143 0.024 -2.137 -0.054
C -2.418 -0.671 -3.256 -0.088
Be 0.553 1.659 0.453 0.103
H -3.052 -0.254 -4.026 0.113
C -1.765 -1.899 -3.151 -0.067
H -1.763 -2.700 -3.863 0.082
C -1.100 -1.860 -1.912 -0.125
H -3.414 1.866 -2.426 0.118
C 2.061 2.466 0.915 -0.149
H 2.914 2.065 0.350 0.012
H 2.276 2.277 1.971 -0.018
H 2.038 3.556 0.776 -0.002
N -1.301 2.327 -1.537 0.061
N -3.299 1.225 -0.300 0.031
N -0.077 2.193 -0.803 0.027
N -2.475 0.887 0.716 0.109
C -1.106 3.214 -2.534 -0.061
C -4.553 1.290 0.166 -0.015
H -1.930 3.468 -3.187 0.123
H -5.368 1.486 -0.514 0.136
C 0.219 3.621 -2.550 -0.026
C -4.519 1.027 1.537 -0.016
C 0.833 2.949 -1.507 -0.093
C -3.187 0.789 1.861 -0.039
H 0.683 4.300 -3.248 0.104
H -5.362 0.996 2.202 0.104
H 1.880 3.016 -1.265 0.100
H -2.718 0.633 2.821 0.100
H -1.541 0.542 0.420 0.108
C 2.292 -4.454 0.460 -0.060
C 2.096 -3.035 0.007 -0.287
C 2.758 -2.577 -1.135 -0.044
C 2.612 -1.253 -1.571 -0.277
C 3.326 -0.782 -2.803 -0.057
C 1.830 -0.379 -0.819 -0.010
C 1.172 -0.789 0.367 -0.267
C 1.285 -2.154 0.727 -0.025
N 0.490 0.150 1.123 -0.041
C 0.287 -0.066 2.577 -0.591
C -0.789 -1.137 2.802 -0.056
C 1.574 -0.508 3.279 -0.039
C -0.134 1.268 3.201 -0.059
H 2.106 -5.164 -0.356 0.077
H 3.325 -4.621 0.796 0.082
H 1.624 -4.705 1.289 0.072
H 3.393 -3.262 -1.703 0.115
H 4.401 -0.653 -2.614 0.083
H 3.229 -1.509 -3.620 0.078
H 2.927 0.178 -3.150 0.071
H 1.728 0.666 -1.137 0.076
H 0.729 -2.533 1.582 0.086
H -0.343 -2.044 3.223 0.078
H -1.532 -0.785 3.528 0.063
H -1.305 -1.395 1.871 0.083
H 2.390 0.202 3.101 0.088
H 1.377 -0.555 4.358 0.089
H 1.904 -1.500 2.959 0.069
H 0.698 1.983 3.167 0.066
H -0.997 1.718 2.696 0.055
H -0.407 1.101 4.253 0.094
```

The value obtained for the molar mass is 414.4 g mol⁻¹. As for the total energy: -1280.4694 hartree. The value obtained for the LUMO energy is 0.40 eV.

=====

2.
DFT (the ωB97M-V functional and the def2-TZVPD basis) results for 3 unconnected molecules or ions with the total composition C22H32BF16O12S2 at a distorted geometry.

Geometry as XYZ:
```
85
Properties=species:S:1:pos:R:3:lowdin_charge:R:1
O 4.100 5.734 -1.085 0.107
C 4.402 4.573 -1.179 -0.529
O 5.010 4.128 -2.300 0.110
C 4.130 3.549 -0.111 -0.097
C 2.615 3.336 0.072 -0.160
C 2.123 2.208 -0.826 -0.126
C 0.616 2.119 -1.125 -0.244
O 0.468 1.503 -2.373 0.047
B -0.756 0.654 -2.436 -0.921
F -1.774 1.401 -3.077 0.101
C -0.570 -0.714 -3.283 -0.051
C 0.200 -0.510 -4.572 -0.225
F -0.560 0.132 -5.558 -0.066
O -1.070 0.492 -0.983 0.028
C -0.320 1.262 -0.170 -0.404
S 0.486 0.175 1.119 0.815
O 1.668 0.781 1.666 -0.268
O -0.539 -0.280 2.014 -0.259
C 1.023 -1.453 0.315 -0.433
F 1.273 -2.209 1.412 0.096
F 0.032 -2.004 -0.376 0.153
C 2.336 -1.470 -0.506 -0.583
F 2.623 -2.745 -0.794 0.174
F 3.338 -0.972 0.214 0.172
F 2.237 -0.793 -1.631 0.206
S -1.631 2.151 0.882 0.814
O -1.115 2.683 2.115 -0.277
O -2.761 1.275 0.904 -0.244
C -2.311 3.652 -0.047 -0.432
F -2.485 3.348 -1.335 0.146
F -3.523 3.814 0.529 0.112
C -1.549 5.014 0.149 -0.361
F -2.160 5.700 1.141 0.150
F -0.273 4.800 0.520 0.137
C -1.541 5.907 -1.117 -0.322
F -0.916 5.274 -2.123 0.168
F -2.834 6.118 -1.466 0.152
C -0.847 7.315 -0.899 -0.536
F -1.689 8.289 -1.248 0.173
F -0.496 7.509 0.372 0.177
F 0.238 7.399 -1.651 0.192
H 5.133 3.174 -2.232 0.103
H 4.608 3.866 0.811 0.126
H 4.575 2.590 -0.388 0.113
H 2.131 4.269 -0.180 0.104
H 2.416 3.118 1.118 0.111
H 2.574 2.329 -1.813 0.133
H 2.511 1.287 -0.417 0.077
H 0.255 3.132 -1.241 0.130
H -0.052 -1.508 -2.755 0.081
H -1.560 -1.078 -3.566 0.104
H 0.493 -1.480 -4.990 0.104
H 1.116 0.060 -4.411 0.108
C 3.062 -3.649 3.560 -0.100
O 3.911 -3.474 4.685 -0.189
C 3.216 -3.419 5.916 -0.210
C 3.289 -4.730 6.667 -0.210
O 2.616 -5.777 5.989 -0.189
C 3.478 -6.628 5.260 -0.117
H 3.696 -3.896 2.710 0.092
H 2.347 -4.460 3.720 0.088
H 2.522 -2.726 3.344 0.078
H 2.171 -3.136 5.756 0.129
H 3.688 -2.642 6.526 0.125
H 2.804 -4.608 7.640 0.123
H 4.336 -4.999 6.842 0.124
H 4.040 -7.285 5.934 0.086
H 4.179 -6.060 4.644 0.083
H 2.856 -7.242 4.611 0.088
C -6.881 -1.756 -1.867 -0.110
O -6.665 -3.138 -2.090 -0.194
C -5.915 -3.409 -3.262 -0.212
C -4.458 -3.676 -2.957 -0.215
O -3.815 -2.532 -2.440 -0.189
C -3.635 -2.542 -1.034 -0.089
H -7.258 -1.646 -0.851 0.087
H -5.958 -1.182 -1.967 0.087
H -7.628 -1.362 -2.566 0.085
H -5.995 -2.576 -3.967 0.126
H -6.351 -4.297 -3.732 0.121
H -3.951 -3.946 -3.890 0.125
H -4.366 -4.521 -2.266 0.125
H -2.831 -3.232 -0.752 0.088
H -4.553 -2.824 -0.512 0.084
H -3.348 -1.534 -0.738 0.093
```

The value obtained for the molar mass is 867.4 g mol⁻¹. As for the total energy: -4179.5456 hartree. As for the net charge: -1. The value obtained for the LUMO energy is 2.29 eV.

=====

3.
DFT (the ωB97M-V functional and the def2-TZVPD basis) results for 3 unconnected molecules or ions with the total composition C22H32BrF3IN2O6S at a distorted geometry.

Geometry as XYZ:
```
68
Properties=species:S:1:pos:R:3:lowdin_charge:R:1
C -4.489 -1.149 0.627 -0.084
C -3.418 -1.948 1.434 -0.225
C -2.296 -2.403 0.410 -0.129
C -1.023 -1.610 0.656 -0.304
N -0.202 -1.839 1.630 -0.456
I -0.311 -3.235 3.127 1.106
C 0.970 -0.951 1.612 -0.691
Br 1.321 0.227 3.124 0.780
C 1.080 -0.404 0.127 -0.376
C 1.558 1.051 -0.067 -0.132
C 1.058 1.738 -1.384 -0.055
C 2.146 2.462 -2.177 -0.650
F 1.540 3.433 -2.883 0.131
F 2.724 1.697 -3.099 0.148
F 3.050 3.079 -1.432 0.155
N 1.761 -1.520 -0.537 0.047
C 1.146 -1.936 -1.784 -0.430
C 0.661 -3.404 -1.850 0.032
O 1.022 -1.258 -2.760 0.139
C 3.206 -1.384 -0.604 -0.396
C 3.971 -0.707 -1.759 0.038
O 3.853 -1.862 0.282 0.149
C -0.482 -0.409 -0.144 -0.418
S -1.426 0.971 0.679 0.898
H -3.995 -0.276 0.168 0.036
H -4.936 -1.799 -0.135 0.092
H -5.226 -0.746 1.344 0.065
H -3.836 -2.827 1.958 0.088
H -2.947 -1.272 2.167 0.090
H -2.632 -2.279 -0.629 0.123
H -2.049 -3.471 0.543 0.108
H 1.803 -1.671 1.688 0.073
H 2.657 1.158 -0.051 0.122
H 1.215 1.687 0.761 0.072
H 0.331 2.517 -1.104 0.120
H 0.537 1.076 -2.087 0.117
H -0.383 -3.470 -2.176 0.090
H 1.289 -3.882 -2.624 0.102
H 0.875 -3.947 -0.918 0.084
H 4.971 -1.159 -1.770 0.100
H 3.492 -0.870 -2.733 0.084
H 4.090 0.364 -1.546 0.076
H -0.821 -0.320 -1.182 0.116
H -2.398 1.224 -0.240 -0.076
O -5.763 -3.459 2.789 0.108
C -6.457 -2.651 3.339 -0.473
O -6.624 -1.391 2.876 -0.004
C -7.425 -0.633 3.806 -0.141
C -8.195 -1.670 4.602 -0.149
C -7.220 -2.841 4.628 -0.067
H -6.758 -0.038 4.434 0.130
H -8.082 0.038 3.255 0.129
H -8.494 -1.319 5.588 0.121
H -9.099 -1.957 4.061 0.123
H -6.522 -2.776 5.465 0.136
H -7.734 -3.799 4.637 0.131
O 8.947 5.374 -2.192 0.135
C 7.882 4.886 -2.415 -0.485
O 7.331 3.909 -1.646 0.028
C 6.102 3.461 -2.236 -0.173
C 5.645 4.601 -3.128 -0.162
C 6.970 5.203 -3.580 -0.073
H 6.302 2.545 -2.802 0.127
H 5.384 3.240 -1.451 0.101
H 5.004 4.277 -3.947 0.116
H 5.092 5.334 -2.537 0.121
H 7.358 4.713 -4.474 0.134
H 6.899 6.276 -3.736 0.128
```

The value obtained for the molar mass is 716.4 g mol⁻¹. As for the total energy: -4987.6862 hartree. As for the net charge: +1. The value obtained for the LUMO energy is -4.48 eV.

=====

Quick rundown of HOMO-LUMO gap, same order as above: 6.854 9.121 6.995 eV